# C116H142F15N20O22

A 16-piece molecular cluster, C116H142F15N20O22 overall at a distorted geometry (ωB97M-V/def2-TZVPD, OMol25).

strongest force on any atom	4.99	eV/A
net charge	+7
LUMO level	-11.66	eV
calculated total energy	-8750.536589	Eh

Positions of all 315 atoms, in Å:
C: -4.44 -12.27 -6.62
N: -4.64 -11.56 -5.28
C: -5.47 -10.48 -5.10
C: -5.51 -9.71 -3.94
C: -4.57 -10.00 -2.92
C: -3.67 -11.01 -3.13
C: -3.72 -11.76 -4.30
C: -4.54 -9.28 -1.67
C: -5.74 -8.82 -1.17
C: -5.75 -8.38 0.21
N: -4.42 -7.88 0.73
C: -3.33 -8.24 0.15
C: -3.43 -9.08 -0.93
C: -4.23 -6.85 1.82
H: -4.96 -11.69 -7.34
H: -4.81 -13.27 -6.47
H: -3.37 -12.34 -6.85
H: -6.19 -10.41 -5.91
H: -6.21 -8.90 -3.83
H: -2.94 -11.35 -2.33
H: -3.10 -12.66 -4.47
H: -6.69 -8.86 -1.71
H: -6.45 -7.60 0.48
H: -2.34 -7.84 0.51
H: -2.47 -9.42 -1.31
H: -3.67 -6.13 1.23
H: -3.67 -7.24 2.69
H: -5.24 -6.49 2.12
C: 0.15 -5.09 8.58
N: 0.01 -6.33 7.89
C: -0.36 -6.33 6.57
C: -0.40 -7.53 5.91
C: -0.25 -8.69 6.63
C: 0.07 -8.66 7.97
C: 0.20 -7.50 8.57
C: -0.54 -9.93 5.89
C: -0.11 -10.09 4.56
C: -0.37 -11.29 3.92
N: -0.88 -12.39 4.57
C: -1.20 -12.25 5.86
C: -1.03 -11.05 6.55
C: -1.21 -13.68 3.81
H: -0.20 -4.33 7.94
H: 1.23 -4.96 8.81
H: -0.39 -5.14 9.53
H: -0.48 -5.28 6.27
H: -0.60 -7.50 4.88
H: 0.32 -9.58 8.42
H: 0.52 -7.42 9.63
H: 0.17 -9.26 3.95
H: -0.21 -11.42 2.82
H: -1.56 -13.12 6.39
H: -1.31 -11.01 7.58
H: -0.40 -13.80 3.10
H: -2.19 -13.73 3.39
H: -1.09 -14.41 4.62
C: 1.03 4.71 -4.27
N: 1.33 5.49 -3.07
C: 0.37 6.19 -2.42
C: 0.68 7.00 -1.39
C: 2.00 7.04 -0.92
C: 2.94 6.22 -1.51
C: 2.58 5.53 -2.62
C: 2.44 8.09 0.03
C: 2.44 9.45 -0.21
C: 2.62 10.27 0.87
N: 2.85 9.80 2.11
C: 2.94 8.52 2.38
C: 2.73 7.60 1.34
C: 3.10 10.82 3.12
H: 0.00 4.36 -4.11
H: 1.64 3.83 -4.33
H: 1.09 5.40 -5.16
H: -0.61 6.09 -2.78
H: -0.06 7.63 -0.94
H: 3.91 6.13 -1.10
H: 3.29 4.92 -3.17
H: 2.29 9.75 -1.21
H: 2.45 11.37 0.73
H: 3.25 8.30 3.41
H: 2.87 6.51 1.52
H: 4.05 11.37 2.83
H: 3.30 10.40 4.06
H: 2.30 11.56 3.11
C: -0.41 -2.88 -1.50
N: -0.88 -2.06 -2.55
C: -1.41 -2.70 -3.65
C: -2.05 -1.99 -4.60
C: -2.12 -0.59 -4.49
C: -1.55 0.04 -3.42
C: -0.95 -0.73 -2.41
C: -2.92 0.17 -5.45
C: -2.69 1.50 -5.78
C: -3.54 2.12 -6.69
N: -4.62 1.50 -7.17
C: -4.92 0.26 -6.83
C: -4.03 -0.41 -6.01
C: -5.51 2.22 -8.11
H: -1.24 -3.56 -1.24
H: -0.07 -2.33 -0.66
H: 0.42 -3.52 -1.81
H: -1.17 -3.77 -3.64
H: -2.53 -2.48 -5.40
H: -1.55 1.10 -3.21
H: -0.67 -0.31 -1.49
H: -1.81 1.99 -5.40
H: -3.39 3.17 -6.95
H: -5.84 -0.14 -7.21
H: -4.25 -1.43 -5.92
H: -5.73 3.22 -7.70
H: -6.41 1.63 -8.26
H: -5.09 2.24 -9.10
C: -3.95 -4.41 4.62
N: -3.06 -3.53 3.83
C: -3.48 -2.38 3.34
C: -2.67 -1.52 2.69
C: -1.35 -1.80 2.50
C: -0.91 -3.07 2.93
C: -1.81 -3.88 3.62
C: -0.50 -0.79 1.87
C: 0.87 -0.79 2.07
C: 1.65 0.22 1.54
N: 1.14 1.21 0.81
C: -0.19 1.24 0.57
C: -1.04 0.19 0.98
C: 2.14 2.14 0.26
H: -4.83 -3.78 4.82
H: -3.49 -4.68 5.58
H: -4.22 -5.22 3.94
H: -4.51 -2.12 3.45
H: -2.97 -0.51 2.42
H: 0.05 -3.53 2.80
H: -1.50 -4.81 4.04
H: 1.44 -1.46 2.74
H: 2.71 0.31 1.65
H: -0.51 2.08 -0.04
H: -2.07 0.25 0.79
H: 1.63 2.99 -0.12
H: 2.56 1.62 -0.62
H: 2.87 2.42 1.05
C: 11.52 11.08 -2.32
N: 10.72 10.00 -1.70
C: 9.80 9.38 -2.43
C: 9.12 8.28 -1.96
C: 9.43 7.75 -0.71
C: 10.49 8.34 0.00
C: 11.02 9.51 -0.49
C: 8.66 6.56 -0.23
C: 9.08 5.28 -0.54
C: 8.43 4.19 -0.01
N: 7.47 4.34 0.87
C: 6.95 5.53 1.17
C: 7.54 6.69 0.69
C: 6.87 3.15 1.67
H: 10.85 11.75 -2.82
H: 12.08 10.55 -3.10
H: 12.23 11.53 -1.64
H: 9.57 9.86 -3.37
H: 8.35 7.86 -2.54
H: 10.88 7.98 0.91
H: 11.87 10.03 -0.03
H: 9.86 5.05 -1.26
H: 8.69 3.14 -0.25
H: 6.17 5.46 1.90
H: 7.16 7.60 1.04
H: 5.95 3.59 2.08
H: 7.61 2.85 2.40
H: 6.65 2.40 0.91
C: -1.71 4.74 3.41
N: -2.59 5.53 2.48
C: -3.08 4.83 1.42
C: -3.78 5.59 0.56
C: -4.27 6.85 0.80
C: -3.81 7.46 1.95
C: -2.87 6.78 2.75
C: -5.42 7.40 -0.02
C: -6.45 7.97 0.62
C: -7.62 8.32 -0.08
N: -7.72 8.06 -1.37
C: -6.69 7.50 -2.05
C: -5.54 7.18 -1.43
C: -9.02 8.23 -2.06
H: -0.70 5.08 3.20
H: -1.86 3.69 3.15
H: -1.97 4.94 4.49
H: -4.20 2.00 2.79
H: -4.11 5.07 -0.32
H: -4.10 8.47 2.19
H: -2.42 7.25 3.61
H: -6.44 8.18 1.68
H: -8.47 8.69 0.45
H: -6.84 7.44 -3.12
H: -4.74 6.71 -1.99
H: -8.82 8.61 -3.06
H: -9.64 8.98 -1.60
H: -9.54 7.26 -2.08
C: 6.72 1.35 -12.82
N: 6.27 1.47 -11.32
C: 7.20 1.33 -10.40
C: 6.86 1.35 -9.05
C: 5.50 1.51 -8.68
C: 4.59 1.74 -9.69
C: 4.99 1.79 -11.00
C: 5.10 1.20 -7.25
C: 5.84 1.67 -6.20
C: 5.69 1.10 -4.96
N: 4.79 0.14 -4.76
C: 3.96 -0.20 -5.73
C: 4.07 0.34 -6.99
C: 4.78 -0.59 -3.50
H: 6.35 0.40 -13.11
H: 7.83 1.51 -12.85
H: 6.29 2.23 -13.32
H: 8.19 1.15 -10.81
H: 7.60 1.18 -8.28
H: 3.56 1.92 -9.49
H: 4.31 1.84 -11.87
H: 6.70 2.32 -6.36
H: 6.39 1.26 -4.16
H: 3.19 -0.91 -5.39
H: 3.34 0.04 -7.70
H: 3.82 -0.90 -3.25
H: 5.12 0.02 -2.71
H: 5.47 -1.44 -3.65
C: 3.60 4.45 3.36
O: 3.76 3.04 2.91
O: 4.21 5.30 2.63
C: 2.06 4.67 3.33
F: 1.76 5.83 3.91
F: 1.53 4.74 2.07
F: 1.49 3.73 4.05
C: 4.38 2.21 3.89
C: 4.53 0.81 3.42
H: 3.64 0.17 3.47
H: 4.99 0.77 2.42
H: 5.23 0.19 3.95
H: 3.78 2.32 4.82
H: 5.34 2.68 4.04
H: 3.94 4.57 4.44
C: 6.03 4.57 -2.12
O: 5.72 4.51 -3.56
O: 5.80 5.72 -1.58
C: 5.39 3.19 -1.66
F: 4.35 2.83 -2.43
F: 6.34 2.20 -1.79
F: 4.97 3.11 -0.37
C: 6.40 5.57 -4.28
C: 5.86 5.66 -5.68
H: 4.80 5.88 -5.81
H: 6.36 6.43 -6.22
H: 6.16 4.76 -6.21
H: 7.45 5.28 -4.23
H: 6.33 6.54 -3.72
H: 7.10 4.19 -2.00
C: -6.33 -9.75 2.30
O: -6.84 -8.52 2.80
O: -6.02 -9.62 0.90
C: -5.12 -10.06 3.22
F: -4.26 -9.00 3.53
F: -5.56 -10.58 4.35
F: -4.29 -10.94 2.78
C: -8.29 -8.36 2.85
C: -9.04 -9.32 3.71
H: -8.34 -9.86 4.39
H: -9.70 -8.81 4.44
H: -9.73 -10.02 3.33
H: -8.57 -8.43 1.79
H: -8.41 -7.32 3.11
H: -7.09 -10.51 2.33
C: -1.70 -2.78 6.63
O: -0.26 -2.41 6.54
O: -1.83 -4.05 6.44
C: -2.26 -2.32 7.92
F: -3.56 -2.39 8.00
F: -1.79 -2.93 8.99
F: -1.99 -0.98 8.03
C: -0.11 -1.01 6.01
C: 1.36 -0.75 5.98
H: 1.60 0.21 5.56
H: 1.68 -0.76 7.01
H: 1.93 -1.56 5.44
H: -0.64 -0.37 6.66
H: -0.54 -1.11 4.97
H: -2.26 -2.07 5.93
C: -5.22 2.32 4.41
O: -5.55 0.99 4.58
O: -3.97 2.31 3.65
C: -6.25 3.18 3.65
F: -5.72 4.38 3.32
F: -6.57 2.65 2.50
F: -7.47 3.43 4.24
C: -6.47 0.51 5.66
C: -6.97 -0.84 5.29
H: -7.35 -0.89 4.28
H: -6.14 -1.54 5.42
H: -7.86 -1.08 5.90
H: -7.30 1.24 5.76
H: -5.87 0.54 6.55
H: -5.08 2.87 5.32
N: 1.51 0.86 -3.81
O: 2.21 1.84 -3.99
O: 1.39 0.43 -2.67
O: 0.85 0.33 -4.67
N: -3.64 -3.90 -1.04
O: -3.51 -3.44 -2.21
O: -3.25 -3.17 -0.12
O: -4.12 -4.97 -0.87
N: -0.17 -7.06 2.02
O: -1.27 -7.52 2.25
O: 0.60 -6.96 2.98
O: 0.17 -6.76 0.89
N: -1.67 3.92 -2.16
O: -1.93 4.45 -3.27
O: -1.99 4.46 -1.13
O: -1.12 2.79 -2.14

# C11H10BF16NO3

A 3-piece molecular cluster, C11H10BF16NO3 overall at a distorted geometry (ωB97M-V/def2-TZVPD, OMol25).

strongest force on any atom	5.50	eV/A
net charge	0
SMILES	FC(F)C(F)(F)COC(F)(F)C(F)F.FC(F)C(F)(F)COC(F)(F)C(F)F.BOC#N
LUMO level	0.21	eV
calculated total energy	-2328.302275	Eh

Positions of all 42 atoms, in Å:
B: 2.88 -2.64 4.46
O: 1.81 -3.52 4.86
C: 0.67 -2.90 4.62
N: -0.18 -2.42 4.07
H: 2.89 -1.56 4.96
H: 3.69 -2.92 3.66
C: 1.72 -1.00 0.08
C: 2.25 -0.84 1.52
C: 1.69 0.33 2.32
F: 1.94 1.52 1.74
F: 2.26 0.37 3.55
F: 3.60 -0.80 1.48
F: 1.92 -1.99 2.18
O: 2.51 -0.45 -0.98
C: 2.39 0.90 -1.27
C: 3.67 1.69 -0.97
F: 4.04 1.54 0.32
F: 3.46 3.01 -1.18
F: 1.30 1.41 -0.66
F: 2.14 0.97 -2.60
H: 1.72 -2.07 -0.12
H: 0.68 -0.70 -0.01
H: 0.61 0.23 2.46
H: 4.48 1.35 -1.60
C: -1.71 0.58 -2.52
C: -1.90 -0.58 -1.52
C: -3.09 -1.50 -1.76
F: -4.27 -0.84 -1.72
F: -3.14 -2.45 -0.80
F: -1.92 -0.07 -0.26
F: -0.77 -1.35 -1.60
O: -2.21 1.86 -2.14
C: -3.56 2.13 -2.36
C: -4.34 2.31 -1.06
F: -4.22 1.23 -0.26
F: -5.66 2.47 -1.32
F: -4.10 1.19 -3.16
F: -3.61 3.29 -3.06
H: -0.63 0.74 -2.59
H: -2.02 0.31 -3.53
H: -3.01 -2.00 -2.73
H: -3.98 3.18 -0.51

# C11H10BrF3NiO3S

C11H10BrF3NiO3S as an isolated structure at a distorted geometry (ωB97M-V/def2-TZVPD, OMol25).

strongest force on any atom	3.05	eV/A
spin multiplicity	3
net charge	-2
LUMO level (alpha / beta)	5.61 / 5.61	eV
energy relative to the best compared isomer or geometry (same formula, charge and spin)	0.352	eV
calculated total energy	-5430.953625	Eh

Positions of all 30 atoms, in Å:
C: -3.01 -0.64 -0.31
C: -2.63 -1.14 0.93
C: -1.65 -0.29 1.50
H: -3.03 -2.01 1.41
C: -1.37 0.74 0.60
C: -2.26 0.61 -0.53
H: -2.60 1.42 -1.18
H: -3.82 -1.01 -0.95
H: -1.31 -0.36 2.53
H: -0.64 1.52 0.73
Ni: -0.74 -0.58 -1.58
Br: 0.88 -1.85 -0.71
C: 1.57 0.88 -2.63
C: 0.46 1.65 -3.01
C: -0.55 0.80 -3.51
H: 0.42 2.74 -2.98
C: -0.08 -0.56 -3.44
C: 1.29 -0.50 -2.87
H: 2.04 -1.30 -2.98
H: 2.53 1.24 -2.26
H: -1.49 1.11 -3.98
H: -0.52 -1.44 -3.91
F: 2.50 1.45 4.52
C: 2.73 0.18 4.17
F: 3.92 0.12 3.57
F: 2.80 -0.59 5.31
S: 1.32 -0.45 3.04
O: 0.27 -0.72 3.99
O: 1.06 0.63 2.13
O: 1.90 -1.64 2.40

# C11H10ClFeNS

C11H10ClFeNS as an isolated structure at a distorted geometry (ωB97M-V/def2-TZVPD, OMol25).

strongest force on any atom	2.28	eV/A
spin multiplicity	6
net charge	-1
LUMO level (alpha / beta)	3.33 / 2.47	eV
calculated total energy	-2602.024198	Eh

Positions of all 25 atoms, in Å:
C: 0.18 0.98 -2.07
C: -1.06 0.24 -2.09
C: -0.74 -1.14 -1.97
H: -2.04 0.69 -2.23
C: 0.66 -1.28 -1.79
C: 1.25 0.02 -1.83
H: 2.31 0.25 -1.91
H: 0.33 2.01 -2.38
H: -1.45 -1.96 -2.06
H: 1.20 -2.21 -1.67
Fe: 0.17 0.77 0.10
Cl: -0.75 2.69 0.21
C: -0.45 -0.09 2.13
C: -0.05 -1.44 1.82
C: -1.03 -2.00 0.97
H: 0.82 -1.95 2.22
C: -2.05 -1.04 0.75
C: -1.74 0.14 1.47
H: -2.37 1.00 1.63
H: -0.03 0.55 2.90
H: -1.01 -3.01 0.55
H: -2.95 -1.19 0.16
S: 2.32 0.44 0.88
C: 2.69 2.02 1.27
N: 3.00 3.12 1.56

# C11H10F3OS

An isolated ion of composition C11H10F3OS and charge -1 at a distorted geometry (ωB97M-V/def2-TZVPD, OMol25).

strongest force on any atom	2.13	eV/A
net charge	-1
SMILES	C/C([O-])=C/CSc1cccc(C(F)(F)F)c1
LUMO level	2.86	eV
calculated total energy	-1198.225266	Eh

Positions of all 26 atoms, in Å:
C: 1.99 -0.21 1.45
C: 0.63 0.43 1.64
C: -0.49 -0.42 1.79
C: -1.90 0.09 1.83
O: 0.55 1.68 1.65
H: 1.97 -1.31 1.38
H: 2.47 0.19 0.55
H: 2.64 0.08 2.28
H: -0.34 -1.50 1.80
H: -2.37 0.09 0.81
H: -1.90 1.12 2.23
F: -5.83 2.21 5.81
C: -6.85 1.87 4.98
F: -7.78 1.22 5.74
F: -7.43 3.04 4.57
C: -6.40 1.04 3.81
C: -7.26 0.83 2.74
C: -6.83 0.00 1.71
C: -5.52 -0.49 1.65
C: -4.63 -0.21 2.71
S: -3.01 -0.83 2.91
C: -5.12 0.51 3.82
H: -8.26 1.29 2.75
H: -7.56 -0.25 0.94
H: -5.21 -1.13 0.84
H: -4.48 0.59 4.69

# C11H10N2O2S

One molecule with the formula C11H10N2O2S at a distorted geometry (ωB97M-V/def2-TZVPD, OMol25).

strongest force on any atom	3.95	eV/A
net charge	0
SMILES	c1c2c(cc3c4n(nc13)CCCS4)OCO2
LUMO level	0.61	eV
energy relative to the best compared isomer or geometry (same formula, charge and spin)	0.000	eV
calculated total energy	-1083.306181	Eh

Positions of all 26 atoms, in Å:
N: -1.59 -2.11 0.75
O: 0.68 -2.71 -3.58
O: 1.88 -0.73 -3.18
S: 0.06 1.34 1.88
C: -0.42 -0.21 1.15
C: 0.35 -2.18 -2.37
C: 1.05 -1.01 -2.15
C: -0.55 -2.64 -1.44
C: 0.96 -0.29 -0.96
C: -0.73 -1.92 -0.23
C: 0.00 -0.74 -0.03
N: -1.40 -1.09 1.62
C: 1.68 -1.83 -4.07
C: -1.36 1.52 3.13
C: -2.23 -0.86 2.82
C: -1.67 0.15 3.82
H: -1.12 -3.57 -1.61
H: 1.57 0.63 -0.80
H: 2.65 -2.34 -4.13
H: 1.40 -1.47 -5.06
H: -2.26 1.87 2.60
H: -1.11 2.30 3.84
H: -3.22 -0.51 2.51
H: -2.32 -1.84 3.30
H: -2.38 0.31 4.62
H: -0.74 -0.24 4.22

# C11H10N2OS

One molecule with the formula C11H10N2OS at a distorted geometry (ωB97M-V/def2-TZVPD, OMol25).

strongest force on any atom	5.61	eV/A
net charge	0
LUMO level	-1.01	eV
energy relative to the best compared isomer or geometry (same formula, charge and spin)	4.543	eV
calculated total energy	-1007.958097	Eh

Positions of all 25 atoms, in Å:
C: -1.91 -2.19 0.71
C: 2.61 -0.89 1.42
C: 3.27 -0.51 0.19
C: 1.42 -0.34 1.65
C: 2.49 -0.09 -0.81
C: -1.69 1.34 0.48
C: -2.95 0.58 0.05
C: -2.50 -0.49 -1.00
C: 0.61 0.47 0.66
C: 1.02 0.02 -0.76
C: -1.45 -1.23 -0.26
N: -2.16 -3.05 1.42
N: -0.78 0.37 0.94
O: -1.50 2.53 0.63
S: 0.09 -1.60 -0.92
H: 3.16 -1.39 2.27
H: 4.31 -0.54 0.01
H: 0.84 -0.52 2.65
H: 3.11 0.14 -1.59
H: -3.22 0.15 0.91
H: -3.64 1.32 -0.39
H: -3.46 -0.98 -1.10
H: -2.06 0.01 -1.82
H: 0.97 1.55 0.93
H: 0.53 0.81 -1.38

Q: calculated total energy of number 4 (C11H10ClFeNS)?
A: -2602.024198 Eh

Please write out number 5 again, unchanged.
# C11H10F3OS

An isolated ion of composition C11H10F3OS and charge -1 at a distorted geometry (ωB97M-V/def2-TZVPD, OMol25).

strongest force on any atom	2.13	eV/A
net charge	-1
SMILES	C/C([O-])=C/CSc1cccc(C(F)(F)F)c1
LUMO level	2.86	eV
calculated total energy	-1198.225266	Eh

Positions of all 26 atoms, in Å:
C: 1.99 -0.21 1.45
C: 0.63 0.43 1.64
C: -0.49 -0.42 1.79
C: -1.90 0.09 1.83
O: 0.55 1.68 1.65
H: 1.97 -1.31 1.38
H: 2.47 0.19 0.55
H: 2.64 0.08 2.28
H: -0.34 -1.50 1.80
H: -2.37 0.09 0.81
H: -1.90 1.12 2.23
F: -5.83 2.21 5.81
C: -6.85 1.87 4.98
F: -7.78 1.22 5.74
F: -7.43 3.04 4.57
C: -6.40 1.04 3.81
C: -7.26 0.83 2.74
C: -6.83 0.00 1.71
C: -5.52 -0.49 1.65
C: -4.63 -0.21 2.71
S: -3.01 -0.83 2.91
C: -5.12 0.51 3.82
H: -8.26 1.29 2.75
H: -7.56 -0.25 0.94
H: -5.21 -1.13 0.84
H: -4.48 0.59 4.69

Repeat the sixth record exactly.
# C11H10N2O2S

One molecule with the formula C11H10N2O2S at a distorted geometry (ωB97M-V/def2-TZVPD, OMol25).

strongest force on any atom	3.95	eV/A
net charge	0
SMILES	c1c2c(cc3c4n(nc13)CCCS4)OCO2
LUMO level	0.61	eV
energy relative to the best compared isomer or geometry (same formula, charge and spin)	0.000	eV
calculated total energy	-1083.306181	Eh

Positions of all 26 atoms, in Å:
N: -1.59 -2.11 0.75
O: 0.68 -2.71 -3.58
O: 1.88 -0.73 -3.18
S: 0.06 1.34 1.88
C: -0.42 -0.21 1.15
C: 0.35 -2.18 -2.37
C: 1.05 -1.01 -2.15
C: -0.55 -2.64 -1.44
C: 0.96 -0.29 -0.96
C: -0.73 -1.92 -0.23
C: 0.00 -0.74 -0.03
N: -1.40 -1.09 1.62
C: 1.68 -1.83 -4.07
C: -1.36 1.52 3.13
C: -2.23 -0.86 2.82
C: -1.67 0.15 3.82
H: -1.12 -3.57 -1.61
H: 1.57 0.63 -0.80
H: 2.65 -2.34 -4.13
H: 1.40 -1.47 -5.06
H: -2.26 1.87 2.60
H: -1.11 2.30 3.84
H: -3.22 -0.51 2.51
H: -2.32 -1.84 3.30
H: -2.38 0.31 4.62
H: -0.74 -0.24 4.22